Density functional theory data (the ωB97M-V functional and the def2-TZVPD basis) for C10H15N6O5RhS2Te as an isolated structure.

**HOMO (spin up / spin down)**: -7.908 / -7.908 eV
**ΔE to the lowest compared entry with this formula, charge and spin**: 36.2 kcal per mole
**E**: -61761.6070 eV
**Strongest force on any atom**: 0.0243 Eh/bohr
**Gap between HOMO and LUMO (spin up / spin down)**: 5.8 / 5.8 eV

CARTESIAN COORDINATES (ANGSTROEM)
1 C -1.631 3.235 -0.686
2 C 4.001 0.360 -1.822
3 H -3.476 2.770 1.880
4 O -0.257 -1.416 0.424
5 N -0.142 1.327 -2.956
6 N 3.885 2.736 -2.798
7 H 3.656 -1.970 -0.705
8 N -0.371 0.215 -2.168
9 N -1.374 -1.911 -2.220
10 H -2.900 1.206 2.541
11 H 2.135 -1.626 0.048
12 H -2.038 -2.502 -2.687
13 H -2.362 4.001 -0.432
14 C -1.044 -0.740 -2.775
15 C -1.738 2.410 -6.035
16 H -2.583 2.679 -5.399
17 S -1.405 -0.335 -4.411
18 C -2.657 2.053 1.910
19 H -1.229 -2.030 -1.219
20 O -0.731 -1.922 2.852
21 C 5.104 -0.501 -2.046
22 N 6.005 -1.209 -2.184
23 H -1.450 3.222 -1.755
24 N 2.848 -1.376 -0.620
25 O -2.406 -0.903 1.399
26 Te -2.427 1.368 -0.059
27 H -2.012 1.511 -6.592
28 H 0.361 1.904 -5.870
29 O 1.901 0.653 -0.856
30 H -1.599 3.207 -6.763
31 Rh 0.011 0.431 -0.207
32 O -0.317 0.299 1.925
33 C 2.915 -0.110 -1.087
34 H -0.697 3.438 -0.159
35 C 3.957 1.670 -2.363
36 C -0.605 1.188 -4.141
37 H -1.736 2.523 2.241
38 C -0.464 2.210 -5.223
39 S -1.008 -1.048 1.770
40 H -0.149 3.133 -4.737